[1]
{"formula": "C42H49FN9Rb", "method": "ωB97M-V/def2-TZVPD", "elements": ["Rb", "C", "C", "C", "C", "C", "C", "C", "C", "C", "C", "C", "C", "N", "C", "C", "C", "C", "C", "C", "F", "H", "H", "H", "H", "H", "H", "H", "H", "H", "H", "H", "H", "H", "H", "H", "H", "H", "H", "H", "H", "H", "C", "C", "C", "C", "N", "N", "C", "H", "H", "H", "H", "H", "H", "H", "H", "C", "C", "N", "C", "C", "N", "C", "N", "N", "N", "C", "C", "C", "C", "C", "C", "H", "H", "H", "H", "H", "H", "H", "H", "H", "H", "H", "C", "C", "C", "C", "C", "C", "C", "C", "N", "H", "H", "H", "H", "H", "H", "H", "H", "H"], "positions_angstrom": [[-0.11739, -0.84147, -0.14233], [3.26983, -0.30462, 2.74001], [4.42774, 0.69110, 2.63447], [3.92182, 2.12230, 2.83395], [5.24855, 0.45576, 1.37430], [6.56002, 0.02056, 1.53434], [7.35676, -0.32605, 0.45427], [6.80546, -0.27829, -0.81524], [5.49925, 0.15128, -1.02833], [4.95206, 0.06074, -2.44550], [3.74862, -0.88172, -2.53597], [4.63518, 1.40768, -3.09989], [4.71310, 0.58273, 0.06813], [3.41407, 1.03171, -0.13344], [3.21210, 2.33351, -0.29189], [4.18621, 3.37715, -0.28444], [3.84916, 4.70971, -0.45973], [2.53523, 5.11639, -0.66059], [1.54698, 4.12478, -0.68687], [1.89161, 2.81426, -0.51147], [0.90206, 1.87087, -0.56008], [2.68373, -0.13510, 3.64678], [3.63640, -1.33328, 2.75658], [2.59820, -0.19022, 1.89063], [5.11589, 0.48265, 3.46277], [3.04954, 2.32140, 2.21397], [4.68405, 2.86296, 2.58282], [3.63076, 2.26252, 3.87905], [6.95824, -0.06243, 2.54132], [8.37674, -0.66120, 0.60337], [7.39562, -0.59585, -1.67027], [5.75862, -0.39276, -3.03494], [2.93242, -0.48701, -1.93077], [4.00098, -1.87674, -2.16452], [3.41459, -0.97458, -3.57396], [3.74149, 1.85632, -2.67050], [4.46665, 1.26733, -4.17267], [5.45662, 2.11533, -2.97092], [5.22299, 3.09990, -0.13148], [4.64037, 5.45341, -0.43721], [2.27709, 6.15904, -0.79198], [0.50172, 4.36766, -0.84100], [-1.04136, -3.11965, 4.83499], [-0.75562, -1.75529, 4.28254], [-0.61052, -0.52920, 4.94811], [-0.34429, 0.37814, 3.91426], [-0.33993, -0.26576, 2.74254], [-0.59198, -1.57834, 2.96903], [-0.04735, 1.84606, 3.97577], [-0.81259, -3.16998, 5.90207], [-0.44595, -3.87099, 4.31329], [-2.09236, -3.39915, 4.70753], [-0.65222, -0.33469, 6.01066], [-0.52313, -2.77599, 1.48078], [0.38601, 2.12105, 4.94068], [-0.93536, 2.46939, 3.82281], [0.66514, 2.11438, 3.19426], [-3.35340, -1.78159, 1.07654], [-3.79601, -0.72002, 0.13638], [-3.06418, -0.14479, -0.79013], [-3.86149, 0.79865, -1.39396], [-5.09258, 0.81597, -0.82287], [-5.05121, -0.16404, 0.15084], [-6.09537, -0.45029, 1.09362], [-6.41564, 0.70260, 1.90245], [-7.60237, 1.33032, 1.78804], [-7.63021, 2.33812, 2.57974], [-6.42280, 2.40038, 3.24363], [-5.94775, 3.29964, 4.20676], [-4.67804, 3.08692, 4.68690], [-3.87860, 2.01258, 4.23089], [-4.32588, 1.12588, 3.28245], [-5.62498, 1.34672, 2.80616], [-2.51604, -2.38079, 0.68188], [-4.15221, -2.48891, 1.30846], [-2.98658, -1.34978, 2.01231], [-3.48929, 1.42128, -2.19072], [-5.97390, 1.41006, -0.99418], [-5.74975, -1.24725, 1.74758], [-7.01579, -0.75658, 0.59863], [-6.56265, 4.12119, 4.54929], [-4.26867, 3.75761, 5.43139], [-2.88193, 1.87872, 4.63135], [-3.69332, 0.31904, 2.93792], [2.21345, -3.28436, 0.62018], [1.44790, -4.55850, 0.86416], [2.14064, -5.74985, 1.04235], [1.48014, -6.97014, 1.14126], [0.09275, -6.98273, 1.03634], [-0.62894, -5.80843, 0.87414], [-2.12824, -5.83531, 0.78193], [0.02221, -4.54297, 0.82055], [-0.70870, -3.39469, 0.67924], [3.28994, -3.45191, 0.69984], [1.95149, -2.48864, 1.32342], [2.00958, -2.90340, -0.38783], [3.22697, -5.72208, 1.07567], [2.03582, -7.89163, 1.27791], [-0.44470, -7.92658, 1.09832], [-2.50626, -6.86159, 0.82016], [-2.46981, -5.35801, -0.14026], [-2.56881, -5.25234, 1.59578]], "mulliken_charge": [0.75, -1.33, 0.73, -1.32, 0.67, -0.98, -1.23, -0.92, 1.04, 0.49, -1.32, -1.42, -0.04, -0.11, -0.69, -0.33, -0.78, -0.54, -0.65, 0.68, -0.08, 0.42, 0.43, 0.09, 0.52, -0.15, 0.36, 0.52, 0.34, 0.36, 0.33, 0.46, 0.08, 0.33, 0.50, 0.17, 0.52, 0.30, 0.49, 0.36, 0.33, 0.43, -1.30, 0.14, -0.86, 0.39, -0.39, 0.09, -0.91, 0.40, 0.25, 0.18, 0.36, 0.05, 0.34, 0.15, -0.10, -0.44, 0.83, -0.25, -0.70, -0.32, 0.23, -1.07, 0.77, -0.82, -0.58, -0.01, -0.72, -0.79, -0.57, -0.08, 1.15, 0.05, 0.30, -0.03, 0.40, 0.43, 0.52, 0.28, 0.40, 0.38, 0.52, 0.27, -0.02, 0.93, -0.68, -0.74, -0.63, 1.05, -1.33, -0.90, -0.08, 0.37, -0.43, 0.01, 0.33, 0.34, 0.26, 0.36, 0.25, 0.14], "charge": -2, "e_homo_ev": -0.98, "e_lumo_ev": 3.69}

[2]
{"formula": "C42H49N3O", "method": "ωB97M-V/def2-TZVPD", "elements": ["C", "C", "C", "C", "C", "C", "C", "O", "C", "C", "H", "H", "H", "H", "H", "H", "H", "H", "C", "C", "C", "C", "C", "C", "C", "C", "C", "C", "C", "C", "N", "N", "N", "C", "C", "C", "C", "C", "C", "C", "C", "C", "C", "C", "C", "C", "C", "C", "C", "C", "C", "C", "C", "C", "H", "H", "H", "H", "H", "H", "H", "H", "H", "H", "H", "H", "H", "H", "H", "H", "H", "H", "H", "H", "H", "H", "H", "H", "H", "H", "H", "H", "H", "H", "H", "H", "H", "H", "H", "H", "H", "H", "H", "H", "H"], "positions_angstrom": [[1.50092, -3.64768, 1.39855], [0.82599, -2.92030, 2.38636], [-0.26774, -2.09584, 2.04994], [-0.69168, -1.94736, 0.71186], [-1.83732, -1.05024, 0.20268], [-2.55521, -0.19636, 1.08086], [-3.89084, 0.44404, 0.73235], [-2.13285, -1.10421, -1.01692], [-0.07937, -2.79560, -0.23445], [1.01093, -3.61191, 0.08575], [2.36528, -4.26299, 1.65768], [1.16460, -2.96628, 3.42507], [-0.79031, -1.54879, 2.83525], [-2.19262, -0.05509, 2.10004], [-4.27996, 0.77629, 1.71255], [-4.57677, -0.34625, 0.39731], [-0.44133, -2.80070, -1.26120], [1.50150, -4.20057, -0.69272], [-6.39475, 4.40842, 2.92759], [-5.09883, 3.68584, 2.55120], [-4.44320, 3.01054, 3.75214], [-4.16402, 4.59819, 1.76878], [-3.29676, 5.46843, 2.42929], [-2.59787, 6.43825, 1.70863], [-2.75400, 6.53637, 0.32581], [-3.61936, 5.68442, -0.35982], [-3.79456, 5.86057, -1.87006], [-2.58579, 5.31963, -2.62551], [-4.05782, 7.31084, -2.28297], [-4.27840, 4.67858, 0.36472], [-5.19847, 3.78531, -0.32480], [-6.36081, 4.26784, -0.81591], [-7.00471, 3.18875, -1.30586], [-8.34745, 3.29512, -1.85831], [-8.55334, 3.78994, -3.16083], [-7.40443, 4.41377, -3.94240], [-7.13696, 5.81688, -3.41294], [-7.62186, 4.43306, -5.46195], [-9.83842, 3.79532, -3.70565], [-10.93167, 3.40352, -2.94787], [-10.74393, 2.96517, -1.64751], [-9.46353, 2.89811, -1.09587], [-9.33477, 2.48820, 0.36872], [-10.23946, 1.30520, 0.73855], [-9.62641, 3.67479, 1.28292], [-6.15464, 2.07606, -1.28882], [-6.46786, 0.93659, -2.14220], [-5.66608, 0.69569, -3.28090], [-6.07333, -0.21547, -4.24834], [-7.26528, -0.92653, -4.07135], [-8.05855, -0.72244, -2.93390], [-7.65495, 0.19678, -1.97841], [-5.06796, 2.42009, -0.57990], [-3.82878, 1.62929, -0.23041], [-6.84592, 4.87106, 2.03948], [-7.12145, 3.70410, 3.35659], [-6.20639, 5.20646, 3.66028], [-5.37964, 2.89192, 1.85251], [-3.52979, 2.48716, 3.44677], [-4.18342, 3.73925, 4.52746], [-5.12402, 2.27116, 4.19329], [-3.17734, 5.40615, 3.51566], [-1.95085, 7.14582, 2.22760], [-2.19873, 7.29108, -0.23710], [-4.67804, 5.27513, -2.14813], [-2.40115, 4.27052, -2.37117], [-2.74159, 5.39111, -3.70802], [-1.69024, 5.89918, -2.36741], [-4.96174, 7.69907, -1.80147], [-3.21746, 7.96063, -2.01359], [-4.19589, 7.36679, -3.37026], [-6.51252, 3.79610, -3.74948], [-6.97984, 5.78784, -2.32968], [-6.24857, 6.24953, -3.88460], [-7.98913, 6.48038, -3.61457], [-7.92173, 3.44483, -5.82967], [-8.38588, 5.16573, -5.75558], [-6.68164, 4.70528, -5.95682], [-9.98936, 4.15272, -4.72548], [-11.93146, 3.43880, -3.37195], [-11.60610, 2.69154, -1.03714], [-8.28983, 2.18217, 0.51232], [-10.14588, 0.48435, 0.01700], [-9.95874, 0.92616, 1.72983], [-11.29393, 1.61126, 0.77796], [-9.03670, 4.54911, 0.98974], [-10.68643, 3.95245, 1.22736], [-9.38995, 3.42703, 2.32307], [-4.78733, 1.31877, -3.42357], [-5.47876, -0.34468, -5.15544], [-7.58038, -1.65239, -4.81893], [-8.99985, -1.26367, -2.81527], [-8.27315, 0.39972, -1.10951], [-3.38370, 1.26810, -1.18551], [-3.10673, 2.33989, 0.20623]], "mulliken_charge": [-0.32, -0.63, -0.13, 0.28, 0.77, -1.12, -0.24, -0.89, -0.39, -0.46, 0.35, 0.33, 0.31, 0.06, 0.44, 0.23, 0.35, 0.33, -1.42, 1.96, -1.87, 0.35, -0.67, -1.36, -0.50, 0.93, 2.43, -1.53, -1.70, -1.27, 2.04, -1.09, 2.38, -0.85, 0.35, 1.73, -1.11, -2.12, -0.75, -1.47, -0.70, 0.62, 1.25, -1.65, -1.55, 1.07, -0.51, -0.23, -1.04, -0.40, -0.86, 0.01, 0.65, -2.00, 0.33, 0.35, 0.34, -0.71, 0.46, 0.44, 0.38, 0.31, 0.38, 0.32, -1.41, 0.34, 0.42, 0.34, 0.36, 0.42, 0.43, -0.13, 0.21, 0.32, 0.40, 0.44, 0.36, 0.49, 0.33, 0.39, 0.33, -0.16, 0.34, 0.43, 0.41, 0.30, 0.42, 0.39, 0.52, 0.42, 0.43, 0.43, 0.32, 0.72, 0.02], "charge": 0, "e_homo_ev": -5.05, "e_lumo_ev": -0.72}

| no. | gap between HOMO and LUMO (eV) |
| --- | --- |
| 1 | 4.67 |
| 2 | 4.33 |